This record from the Open Molecules 2025 dataset describes 9 unconnected molecules or ions with the total composition C52H88NO27S3 at a distorted geometry. The level of theory is ωB97M-V with the def2-TZVPD basis set.

Maximum force = 6.64 eV/A
E_tot = -5314.7499 a.u.
HOMO-LUMO gap = 6.17 eV
E_HOMO = -4.964 eV
Total charge = -1

Bonds (Å) are listed after each position.
Positions of all 171 atoms, in Å:
1 C -4.7814 -7.1197 1.7876  C2 1.647, H28 1.183, H29 1.172, H30 1.187
2 C -3.9924 -8.3875 1.0927  C1 1.647, C3 1.649, H31 1.184, H32 1.180
3 C -2.9398 -7.9565 -0.1012  C2 1.649, C4 1.651, H33 1.193, H34 1.191
4 C -1.4059 -8.4885 0.2012  C3 1.651, C5 1.646, H35 1.192, H36 1.194
5 C -0.2650 -7.3030 0.1761  C4 1.646, C6 1.657, H37 1.181, H38 1.193
6 C -0.5994 -6.0298 1.1832  C5 1.657, C7 1.666, H39 1.170, H40 1.188
7 C -0.6692 -4.6035 0.3258  C6 1.666, C8 1.639, H41 1.178, H42 1.194
8 C -2.2210 -4.0874 0.4302  C7 1.639, N9 1.512, H43 1.171, H44 1.194
9 N -2.4236 -2.8043 1.2049  C8 1.512, C10 1.512, C18 1.521
10 C -1.9053 -2.8805 2.6236  N9 1.512, C11 1.673, H45 1.194, H46 1.194
11 C -2.0510 -1.3979 3.3848  C10 1.673, C12 1.669, H47 1.193, H48 1.171
12 C -0.8899 -0.4435 2.6591  C11 1.669, C13 1.642, H49 1.193, H50 1.177
13 C -1.7105 0.7243 1.8468  C12 1.642, C14 1.671, H51 1.176, H52 1.180
14 C -0.9673 1.0106 0.3780  C13 1.671, C15 1.653, H53 1.192, H54 1.185
15 C -1.8131 0.2592 -0.8267  C14 1.653, C16 1.649, H55 1.191, H56 1.170
16 C -1.1008 0.4002 -2.3074  C15 1.649, C17 1.666, H57 1.184, H58 1.191
17 C -0.7251 -1.1258 -2.8596  C16 1.666, H59 1.178, H60 1.192, H61 1.190
18 C -3.9226 -2.5505 1.1510  N9 1.521, S19 1.700, S20 1.910
19 S -5.0460 -2.8989 2.3780  C18 1.700
20 S -4.6432 -1.8113 -0.4560  C18 1.910, C21 1.911
21 C -5.9216 -3.1378 -0.9640  S20 1.911, C22 1.639, H62 1.193, H63 1.178
22 C -5.7727 -3.6142 -2.5254  C21 1.639, C23 1.657, H64 1.175, H65 1.194
23 C -4.2225 -3.9916 -2.9728  C22 1.657, S24 1.909, H66 1.193, H67 1.179
24 S -4.1885 -4.8713 -4.6667  C23 1.909, O25 1.577, O26 1.576, O27 1.715
25 O -2.7952 -4.6151 -5.3596  S24 1.577
26 O -4.2706 -6.4317 -4.4613  S24 1.576
27 O -5.5101 -4.3430 -5.6236  S24 1.715
28 H -5.4074 -7.4292 2.7423  C1 1.183
29 H -3.9593 -6.3533 2.1212  C1 1.172
30 H -5.5689 -6.6509 1.0326  C1 1.187
31 H -4.8178 -9.0971 0.6281  C2 1.184
32 H -3.4044 -8.9669 1.9356  C2 1.180
33 H -2.9831 -6.7903 -0.3504  C3 1.193
34 H -3.3187 -8.4984 -1.0917  C3 1.191
35 H -1.3208 -9.1255 1.2050  C4 1.192
36 H -1.1005 -9.2496 -0.6665  C4 1.194
37 H 0.0097 -6.9630 -0.9214  C5 1.181
38 H 0.7320 -7.7905 0.6148  C5 1.193
39 H -1.5881 -6.2776 1.7574  C6 1.170
40 H 0.2415 -5.8673 2.0063  C6 1.188
41 H 0.1007 -3.8404 0.7860  C7 1.178
42 H -0.3701 -4.7773 -0.8167  C7 1.194
43 H -2.9832 -4.8726 0.8457  C8 1.171
44 H -2.5721 -3.8562 -0.6871  C8 1.194
45 H -2.4264 -3.7495 3.2544  C10 1.194
46 H -0.7392 -3.1270 2.6907  C10 1.194
47 H -1.7481 -1.5627 4.5271  C11 1.193
48 H -3.1244 -0.9402 3.2897  C11 1.171
49 H -0.2864 -1.1078 1.8730  C12 1.193
50 H -0.1028 -0.0403 3.4356  C12 1.177
51 H -2.8169 0.4075 1.6039  C13 1.176
52 H -1.7321 1.6811 2.5367  C13 1.180
53 H 0.0972 0.4773 0.4250  C14 1.192
54 H -0.8463 2.1759 0.2020  C14 1.185
55 H -2.9408 0.6386 -0.8729  C15 1.191
56 H -1.8485 -0.8787 -0.5552  C15 1.170
57 H -0.1436 1.0943 -2.2449  C16 1.184
58 H -1.8840 0.8251 -3.0982  C16 1.191
59 H -0.0836 -1.1067 -3.8469  C17 1.178
60 H -1.7513 -1.6970 -3.0652  C17 1.192
61 H -0.1682 -1.6607 -1.9547  C17 1.190
62 H -5.7292 -4.1069 -0.2948  C21 1.193
63 H -7.0057 -2.7689 -0.6865  C21 1.178
64 H -6.2953 -2.8433 -3.2411  C22 1.175
65 H -6.3897 -4.6314 -2.6258  C22 1.194
66 H -3.8079 -4.8108 -2.2108  C23 1.193
67 H -3.5287 -3.0391 -3.0117  C23 1.179
68 C 3.6583 -1.3002 -5.3897  C69 1.516, H75 1.096, H76 1.095, H77 1.094
69 C 4.0951 -1.1180 -3.9490  C68 1.516, C70 1.499, O74 1.418, H78 1.097
70 C 4.3247 -2.4115 -3.2262  C69 1.499, O71 1.415, H79 1.093, H80 1.097
71 O 4.0245 -2.0815 -1.8832  C70 1.415, C72 1.369
72 C 3.1456 -1.0333 -1.9251  O71 1.369, O73 1.217, O74 1.366
73 O 2.5192 -0.6230 -0.9663  C72 1.217
74 O 3.0669 -0.5107 -3.1844  C69 1.418, C72 1.366
75 H 2.5944 -1.5535 -5.4557  C68 1.096
76 H 3.7909 -0.3632 -5.9415  C68 1.095
77 H 4.2438 -2.0743 -5.8948  C68 1.094
78 H 4.9825 -0.4745 -3.8997  C69 1.097
79 H 5.3596 -2.7534 -3.3142  C70 1.093
80 H 3.6552 -3.2184 -3.5471  C70 1.097
81 C 3.2682 1.8122 0.8756  C82 1.516, H88 1.096, H89 1.095, H90 1.094
82 C 4.7721 1.6176 0.8750  C81 1.516, C83 1.499, O87 1.418, H91 1.097
83 C 5.3667 1.5536 2.2500  C82 1.499, O84 1.415, H92 1.093, H93 1.097
84 O 6.6720 2.0642 2.0546  C83 1.415, C85 1.369
85 C 6.6100 2.8899 0.9650  O84 1.369, O86 1.217, O87 1.366
86 O 7.4952 3.6550 0.6313  C85 1.217
87 O 5.4245 2.7397 0.3041  C82 1.418, C85 1.366
88 H 3.0006 2.8575 1.0660  C81 1.096
89 H 2.8585 1.5593 -0.1084  C81 1.095
90 H 2.7784 1.1751 1.6182  C81 1.094
91 H 5.0401 0.7311 0.2865  C82 1.097
92 H 5.4093 0.5300 2.6321  C83 1.093
93 H 4.8491 2.1851 2.9819  C83 1.097
94 C -5.7760 -5.6944 7.0690  C95 1.516, H101 1.096, H102 1.095, H103 1.094
95 C -6.0956 -7.0427 6.4526  C94 1.516, C96 1.499, O100 1.418, H104 1.097
96 C -6.2450 -8.1408 7.4625  C95 1.499, O97 1.415, H105 1.093, H106 1.097
97 O -5.8405 -9.2902 6.7427  C96 1.415, C98 1.369
98 C -4.9843 -8.8588 5.7661  O97 1.369, O99 1.217, O100 1.366
99 O -4.2875 -9.5921 5.0901  C98 1.217
100 O -5.0175 -7.4983 5.6522  C95 1.418, C98 1.366
101 H -4.7174 -5.6205 7.3414  C94 1.096
102 H -5.9679 -4.8969 6.3429  C94 1.095
103 H -6.3890 -5.4990 7.9539  C94 1.094
104 H -6.9858 -6.9675 5.8154  C95 1.097
105 H -7.2783 -8.2472 7.8042  C96 1.093
106 H -5.5918 -8.0260 8.3357  C96 1.097
107 C -1.0466 -13.5185 -4.3542  C108 1.516, H114 1.096, H115 1.095, H116 1.094
108 C -0.9175 -12.7291 -3.0658  C107 1.516, C109 1.499, O113 1.418, H117 1.097
109 C -1.6430 -11.4173 -3.0938  C108 1.499, O110 1.415, H118 1.093, H119 1.097
110 O -0.8773 -10.6131 -2.2165  C109 1.415, C111 1.369
111 C 0.3935 -11.1210 -2.2293  O110 1.369, O112 1.217, O113 1.366
112 O 1.3622 -10.5609 -1.7516  C111 1.217
113 O 0.4279 -12.3379 -2.8481  C108 1.418, C111 1.366
114 H -0.3719 -13.1346 -5.1274  C107 1.096
115 H -0.7627 -14.5625 -4.1826  C107 1.095
116 H -2.0724 -13.5065 -4.7346  C107 1.094
117 H -1.2376 -13.3401 -2.2124  C108 1.097
118 H -2.6706 -11.5081 -2.7310  C109 1.093
119 H -1.6557 -10.9436 -4.0826  C109 1.097
120 C -0.6640 6.9560 2.2537  C121 1.516, H127 1.096, H128 1.095, H129 1.094
121 C -0.9967 5.4797 2.1565  C120 1.516, C122 1.499, O126 1.418, H130 1.097
122 C -1.8632 4.9875 3.2768  C121 1.499, O123 1.415, H131 1.093, H132 1.097
123 O -1.4807 3.6307 3.4006  C122 1.415, C124 1.369
124 C -0.1954 3.5430 2.9388  O123 1.369, O125 1.217, O126 1.366
125 O 0.5219 2.5709 3.0830  C124 1.217
126 O 0.1728 4.6901 2.2956  C121 1.418, C124 1.366
127 H 0.1333 7.1388 2.9826  C120 1.096
128 H -0.2943 7.3199 1.2888  C120 1.095
129 H -1.5413 7.5511 2.5244  C120 1.094
130 H -1.4460 5.2551 1.1809  C121 1.097
131 H -2.9274 5.0649 3.0378  C122 1.093
132 H -1.6755 5.4932 4.2315  C122 1.097
133 C 0.5351 13.2030 1.2589  C134 1.516, H140 1.096, H141 1.095, H142 1.094
134 C -0.2145 12.1507 2.0530  C133 1.516, C135 1.499, O139 1.418, H143 1.097
135 C 0.5235 10.8507 2.1680  C134 1.499, O136 1.415, H144 1.093, H145 1.097
136 O -0.5210 9.9015 2.2715  C135 1.415, C137 1.369
137 C -1.6104 10.4495 1.6503  O136 1.369, O138 1.217, O139 1.366
138 O -2.6228 9.8357 1.3704  C137 1.217
139 O -1.4090 11.7745 1.3880  C134 1.418, C137 1.366
140 H 0.4453 13.0291 0.1808  C133 1.096
141 H 0.1066 14.1924 1.4523  C133 1.095
142 H 1.5945 13.2357 1.5303  C133 1.094
143 H -0.4835 12.5417 3.0424  C134 1.097
144 H 1.1608 10.8170 3.0559  C135 1.093
145 H 1.1295 10.6105 1.2862  C135 1.097
146 C 1.4378 16.2614 -4.4827  C147 1.516, H153 1.096, H154 1.095, H155 1.094
147 C 1.8815 15.4175 -3.3035  C146 1.516, C148 1.499, O152 1.418, H156 1.097
148 C 0.7430 14.9093 -2.4706  C147 1.499, O149 1.415, H157 1.093, H158 1.097
149 O 1.3162 14.8040 -1.1810  C148 1.415, C150 1.369
150 C 2.3414 15.7094 -1.1337  O149 1.369, O151 1.217, O152 1.366
151 O 2.9236 16.0357 -0.1164  C150 1.217
152 O 2.6227 16.1956 -2.3784  C147 1.418, C150 1.366
153 H 1.1799 17.2796 -4.1709  C146 1.096
154 H 2.2564 16.3540 -5.2048  C146 1.095
155 H 0.5819 15.8164 -4.9990  C146 1.094
156 H 2.5203 14.5934 -3.6452  C147 1.097
157 H 0.3875 13.9333 -2.8122  C148 1.093
158 H -0.1072 15.5999 -2.4211  C148 1.097
159 C 11.3408 4.1085 -1.2612  C160 1.516, H166 1.096, H167 1.095, H168 1.094
160 C 10.9709 5.4759 -1.8025  C159 1.516, C161 1.499, O165 1.418, H169 1.097
161 C 9.4951 5.7405 -1.7992  C160 1.499, O162 1.415, H170 1.093, H171 1.097
162 O 9.3298 6.6272 -2.8896  C161 1.415, C163 1.369
163 C 10.3589 6.3773 -3.7564  O162 1.369, O164 1.217, O165 1.366
164 O 10.4213 6.8094 -4.8920  C163 1.217
165 O 11.3042 5.5802 -3.1768  C160 1.418, C163 1.366
166 H 11.1744 3.3246 -2.0084  C159 1.096
167 H 12.4073 4.0812 -1.0125  C159 1.095
168 H 10.7773 3.8664 -0.3551  C159 1.094
169 H 11.5144 6.2591 -1.2592  C160 1.097
170 H 9.1640 6.2113 -0.8695  C161 1.093
171 H 8.8882 4.8453 -1.9801  C161 1.097

Results of the Mulliken charge analysis, in e, for atoms 1 through 8: -0.27 -0.60 0.66 0.10 -0.74 -0.22 -0.56 0.62